<one>
C5H7P | ωB97M-V/def2-TZVPD

Summary:
**Spin multiplicity**: 1
**Kohn-Sham gap (alpha / beta)**: 9.0 / 6.8 eV
**Lowest unoccupied orbital energy (alpha / beta)**: 0.45 / -0.99 eV

CARTESIAN COORDINATES (ANGSTROEM)
C  1.57  -0.34  0.30
C  0.00  2.28  1.03
C  0.38  -0.50  -0.04
C  -0.32  0.36  -1.05
C  -0.42  -1.68  0.27
P  -0.84  2.10  -0.34
H  2.51  -0.38  0.60
H  -0.08  3.21  1.59
H  0.31  0.77  -1.75
H  -1.12  -0.04  -1.61
H  -1.34  -1.23  0.59
H  -0.02  -2.29  1.04
H  -0.65  -2.26  -0.63

Here are the natural (NBO) charges for atoms 1 to 2, given in e: C -0.094; C -0.604

<two>
C5H7P | ωB97M-V/def2-TZVPD

Summary:
**Spin multiplicity**: 1
**Kohn-Sham gap**: 10.0 eV
**SMILES**: CC1=CC=[PH]=C1
**Lowest unoccupied orbital energy**: 0.92 eV

CARTESIAN COORDINATES (ANGSTROEM)
C  1.93  0.40  -0.05
C  0.41  0.15  -0.13
C  -0.35  -0.78  1.00
C  -1.67  -0.69  0.81
P  -2.16  0.40  -0.52
C  -0.44  0.79  -0.94
H  2.16  0.49  0.94
H  2.22  1.36  -0.50
H  2.40  -0.50  -0.46
H  0.35  -1.11  1.69
H  -2.40  -1.27  1.32
H  -2.19  -0.63  -1.41
H  -0.25  1.39  -1.74

Here are the natural (NBO) charges for atoms 1 to 2, given in e: C -0.647; C 0.027

Most stable: <two>. Least stable: <one>.

<one>
H21O11 | ωB97M-V/def2-TZVPD

Summary:
**Total charge**: -1
**Spin multiplicity**: 1
**Kohn-Sham gap**: 9.7 eV
**Lowest unoccupied orbital energy**: 3.02 eV

CARTESIAN COORDINATES (ANGSTROEM)
O  0.13  0.41  -0.58
H  0.47  -0.50  -0.37
O  -2.04  1.56  0.63
H  -2.55  1.52  -0.22
H  -1.26  1.00  0.37
O  0.44  -1.57  2.86
H  0.91  -0.85  2.46
H  -0.53  -1.51  2.88
O  2.94  -0.65  0.71
H  2.39  -0.25  1.30
H  2.86  -0.38  -0.18
O  -1.54  2.09  -2.12
H  -1.65  3.01  -1.84
H  -0.97  1.56  -1.66
O  1.63  2.60  -0.74
H  2.52  2.51  -0.27
H  1.21  1.76  -0.51
O  1.09  0.97  1.81
H  0.68  1.79  2.06
H  0.71  0.95  0.84
O  -1.23  -1.22  -2.25
H  -0.66  -0.58  -1.73
H  -1.53  -0.92  -2.98
O  -1.99  -1.05  1.67
H  -2.59  -1.17  2.34
H  -2.04  -0.18  1.33
O  -0.76  -2.90  -0.04
H  -0.92  -2.47  -1.03
H  -1.23  -2.19  0.61
O  2.09  -0.99  -1.92
H  2.10  -1.95  -1.70
H  1.31  -0.44  -1.74

Here are the natural (NBO) charges for atoms 1 to 2, given in e: O -1.269; H 0.481

<two>
H21O11 | ωB97M-V/def2-TZVPD

Summary:
**Total charge**: -1
**Spin multiplicity**: 1
**Kohn-Sham gap**: 8.3 eV
**Lowest unoccupied orbital energy**: 2.58 eV

CARTESIAN COORDINATES (ANGSTROEM)
O  -2.78  2.69  -2.25
H  -2.17  3.30  -1.78
H  -2.21  1.91  -2.22
O  2.09  -0.43  -0.93
H  2.36  -1.15  -1.49
H  0.60  0.31  -1.15
O  3.82  1.63  0.02
H  -0.68  3.25  1.60
H  -0.02  2.24  -0.71
O  -0.47  0.17  2.17
H  0.03  0.95  2.40
H  -1.53  -3.27  1.33
O  -3.56  -1.57  -2.46
H  0.56  -1.26  1.43
H  -0.89  0.10  1.32
O  -0.07  3.19  -0.50
H  0.44  3.14  0.36
H  -0.20  0.35  -2.55
O  -0.33  0.35  -1.58
H  3.43  1.31  -0.81
O  -0.63  2.63  2.35
H  3.62  0.74  0.40
H  -1.31  3.08  2.87
O  2.47  -3.87  0.85
H  1.62  -3.45  0.69
H  3.06  -3.12  0.71
O  1.52  -1.44  1.37
H  -4.25  -0.93  -2.25
H  1.79  -1.14  0.44
O  -2.11  -4.04  1.40
H  -2.77  -1.00  -2.56
H  -1.41  -4.69  1.55

Here are the natural (NBO) charges for atoms 1 to 2, given in e: O -0.956; H 0.479

Most stable: <two>. Least stable: <one>.

<one>
H21O11 | ωB97M-V/def2-TZVPD

Summary:
**Total charge**: -1
**Spin multiplicity**: 1
**Kohn-Sham gap**: 8.3 eV
**Lowest unoccupied orbital energy**: 2.45 eV

CARTESIAN COORDINATES (ANGSTROEM)
O  1.40  -3.52  0.98
H  1.81  -2.98  1.51
H  1.56  3.87  -0.50
O  1.18  4.04  0.29
H  -1.66  1.74  -2.26
H  -2.33  1.68  3.68
O  -1.44  0.18  -1.65
H  -2.96  2.31  -1.95
H  -0.94  0.33  1.14
O  -0.92  -1.57  2.85
H  0.02  -1.37  2.61
H  3.61  -1.04  1.03
O  2.65  -0.25  -3.61
H  0.37  -0.75  -0.05
H  1.11  -3.18  0.13
O  -0.95  -0.42  0.67
H  1.98  -0.96  -0.80
H  -1.88  1.04  2.29
O  -2.01  1.79  2.78
H  -1.39  0.06  -0.54
O  -2.16  2.64  -2.46
H  -0.39  0.02  -1.86
H  -3.46  -1.61  -0.90
O  -4.00  -1.53  -0.14
H  -3.51  -1.09  0.47
H  1.88  3.71  0.93
O  1.45  -0.91  0.04
H  3.11  0.59  -3.86
H  -1.10  -2.01  2.02
O  3.60  -0.25  0.74
H  2.60  -0.75  -4.46
H  2.77  0.19  0.89

Here are the natural (NBO) charges for atoms 1 to 2, given in e: O -0.959; H 0.459

<two>
H21O11 | ωB97M-V/def2-TZVPD

Summary:
**Total charge**: -1
**Spin multiplicity**: 1
**Kohn-Sham gap**: 8.8 eV
**Lowest unoccupied orbital energy**: 2.60 eV

CARTESIAN COORDINATES (ANGSTROEM)
O  -0.76  -2.67  -2.54
H  -0.31  -2.30  -1.75
H  -1.04  -2.85  0.88
O  -1.28  -2.06  0.86
H  1.31  -0.67  -0.31
H  -1.67  -0.59  -0.87
O  -2.56  1.30  3.05
H  2.52  -0.18  -1.68
H  -1.11  -1.15  3.48
O  -1.04  2.22  -0.57
H  -0.26  -2.31  2.98
H  1.17  0.51  0.84
O  3.07  -1.25  1.72
H  1.55  4.28  -0.62
H  -0.33  -1.98  -3.21
O  -0.80  -2.15  3.71
H  1.29  3.81  0.75
H  -1.92  -1.37  -2.41
O  -1.94  -0.54  -1.85
H  -1.77  1.29  2.44
O  2.41  -0.79  -0.85
H  -3.10  0.66  2.66
H  0.19  1.05  -2.50
O  0.53  1.80  -3.13
H  0.59  1.07  -3.72
H  -0.38  -1.46  0.73
O  1.85  4.35  0.23
H  3.06  -1.01  0.71
H  -1.86  2.09  -0.85
O  0.55  -0.08  0.35
H  2.74  -0.32  1.80
H  -0.70  1.32  -0.35

Here are the natural (NBO) charges for atoms 1 to 2, given in e: O -0.933; H 0.494

Most stable: <two>. Least stable: <one>.

<one>
C4H14O2S | ωB97M-V/def2-TZVPD

Summary:
**Spin multiplicity**: 1
**Kohn-Sham gap**: 9.2 eV
**SMILES**: CCCSC.O.O
**Lowest unoccupied orbital energy**: 0.63 eV

CARTESIAN COORDINATES (ANGSTROEM)
C  -2.00  -1.16  -1.65
C  -1.24  0.15  -1.39
C  -0.44  0.14  -0.10
S  1.07  -0.79  -0.45
C  2.10  -0.75  1.10
H  -1.53  -1.86  -2.34
H  -2.03  -1.76  -0.73
H  -3.05  -0.98  -1.88
H  -1.89  1.02  -1.35
H  -0.61  0.30  -2.27
H  -0.93  -0.37  0.74
H  -0.29  1.16  0.28
H  3.01  -1.22  0.78
H  2.10  0.27  1.48
H  1.43  -1.26  1.79
O  2.57  2.08  -1.34
H  2.85  2.32  -2.24
H  1.89  1.41  -1.40
O  -1.02  0.77  3.45
H  -0.23  0.28  3.68
H  -1.75  0.27  3.85

Here are the natural (NBO) charges for atoms 1 to 2, given in e: C -0.619; C -0.425

<two>
C4H14O2S | ωB97M-V/def2-TZVPD

Summary:
**Spin multiplicity**: 1
**Kohn-Sham gap**: 9.6 eV
**SMILES**: CCCCS.O.O
**Lowest unoccupied orbital energy**: 0.63 eV

CARTESIAN COORDINATES (ANGSTROEM)
C  0.46  0.64  -3.65
C  0.66  0.70  -2.16
C  -0.63  0.08  -1.41
C  -0.42  -0.28  0.15
S  -1.31  -1.77  0.60
H  1.43  0.41  -4.00
H  -0.31  -0.07  -4.10
H  -0.01  1.56  -4.09
H  0.76  1.67  -1.81
H  1.75  0.51  -1.83
H  -1.05  -0.75  -1.97
H  -1.34  0.96  -1.33
H  -0.77  0.61  0.70
H  0.57  -0.47  0.47
H  -2.31  -0.97  1.18
O  -2.65  -3.71  3.00
H  -1.67  -3.57  2.76
H  -2.64  -3.69  3.92
O  3.48  2.48  4.41
H  2.89  2.41  5.21
H  3.10  3.25  3.95

Here are the natural (NBO) charges for atoms 1 to 2, given in e: C -0.630; C -0.418

Most stable: <one>. Least stable: <two>.